Entry 1:
{"formula": "Cl3H2N3", "method": "wB97M-V/def2-TZVPD", "species": ["Cl", "Cl", "Cl", "N", "N", "N", "H", "H"], "coordinates": [[-2.4366, 0.0692, -0.9379], [-0.8130, 1.5730, 0.9615], [-0.5817, -1.6233, 0.4860], [1.3616, -0.2665, 0.0082], [-0.9723, 0.8191, -0.5312], [0.1845, -0.5934, -0.4712], [1.6369, 0.5404, -0.4228], [1.6206, -0.5185, 0.9075]], "forces_ev_per_angstrom": [[-0.6, 0.4, 0.3], [-0.7, 0.3, 1.0], [-0.8, -2.7, 2.2], [-0.5, -1.0, -0.6], [2.1, -0.6, -1.1], [-1.4, 1.2, -3.0], [1.6, 2.3, -1.0], [0.3, 0.1, 2.2]], "orbital_gap_ha": 0.3323, "total_energy_ev": -42064.0520, "homo_ha": -0.3208}


Entry 2:
{"formula": "Cl3H3Si2", "method": "wB97M-V/def2-TZVPD", "species": ["Cl", "Cl", "Cl", "Si", "Si", "H", "H", "H"], "coordinates": [[-0.8867, -1.5825, 1.8701], [2.0222, -0.0099, 1.5926], [-0.0646, -0.3469, -1.7873], [0.5116, -1.0297, 0.4465], [-0.7259, 1.1965, -0.1203], [-1.8704, 1.6520, -1.1171], [0.0007, 2.3180, -0.6158], [1.0131, -2.1975, -0.2687]], "forces_ev_per_angstrom": [[0.2, -0.5, -0.4], [-0.7, -0.9, -1.2], [0.3, 0.1, 0.4], [-0.5, 1.9, 1.0], [-1.2, -0.6, -1.7], [0.1, -0.8, 1.4], [1.4, 0.9, 0.0], [0.2, -0.1, 0.5]], "orbital_gap_ha": 0.2940, "total_energy_ev": -53372.1608, "homo_ha": -0.3397}


Entry 3:
{"formula": "Cl3O12Pb", "method": "wB97M-V/def2-TZVPD", "species": ["Pb", "Cl", "Cl", "Cl", "O", "O", "O", "O", "O", "O", "O", "O", "O", "O", "O", "O"], "coordinates": [[1.2418, -0.7355, 0.1038], [-0.8774, -2.8378, 2.5960], [2.4323, 1.3018, -3.2859], [-1.7960, 1.5639, 0.5522], [-2.5528, 2.5748, -0.2273], [-0.7733, -1.4565, 2.8891], [0.0051, -3.0647, 1.4505], [1.5294, 1.5968, -4.3634], [2.2772, 2.6056, -2.6854], [2.0592, 0.6634, -2.0748], [-0.5160, -3.6023, 3.6886], [-1.0559, 2.1325, 1.6649], [3.8955, 1.3123, -3.7769], [-0.9163, 0.6784, -0.0977], [-2.6702, 0.5936, 1.1395], [-2.2825, -3.3261, 2.4267]], "forces_ev_per_angstrom": [[-2.2, 1.0, -0.1], [-4.9, -1.1, 0.4], [3.1, 11.9, -1.8], [-4.6, 1.6, 5.7], [2.5, -2.1, 0.6], [0.0, 1.7, -0.3], [0.7, 0.0, -1.7], [-1.0, -5.0, -2.2], [1.8, 2.9, 1.2], [-1.1, -7.7, 2.7], [3.2, -1.7, 2.7], [0.3, 1.2, -1.3], [-3.1, -2.9, 1.1], [5.3, -2.4, -4.9], [-2.0, 0.6, -0.1], [2.0, 1.9, -2.0]], "orbital_gap_ha": 0.1892, "total_energy_ev": -67359.0621, "homo_ha": -0.2403, "charge": -1}


Entry 4:
{"formula": "Cl3OPS", "method": "wB97M-V/def2-TZVPD", "species": ["Cl", "Cl", "Cl", "S", "P", "O"], "coordinates": [[-1.5293, -1.3738, 1.2849], [-1.2212, 1.5527, -0.1362], [2.7032, 1.0550, -0.5132], [1.7602, 0.0900, 0.9693], [-0.7497, -0.3587, -0.1398], [-0.9632, -0.9652, -1.4650]], "forces_ev_per_angstrom": [[-0.8, -0.5, 1.5], [-0.4, 0.5, 0.3], [-0.1, 0.0, -0.1], [-2.3, -0.7, -1.0], [3.1, 0.5, -1.7], [0.5, 0.3, 0.9]], "orbital_gap_ha": 0.2697, "total_energy_ev": -59739.3643, "homo_ha": -0.3448}


Entry 5:
{"formula": "Cl4H2OSi2", "method": "wB97M-V/def2-TZVPD", "species": ["Cl", "Cl", "Cl", "Cl", "Si", "Si", "O", "H", "H"], "coordinates": [[0.6003, 2.0666, -0.7371], [1.5579, -1.2027, -0.6260], [3.5493, 1.3718, -0.0189], [1.1754, 0.3022, 2.0821], [1.7412, 0.6636, 0.2484], [-2.2491, -0.7968, -0.2512], [-1.3529, -0.2254, 0.8176], [-1.9480, -0.1497, -1.5039], [-3.0740, -2.0296, -0.0112]], "forces_ev_per_angstrom": [[-0.1, -0.4, 0.3], [0.2, 0.4, -0.3], [1.6, 0.3, 0.1], [0.1, 0.3, 1.5], [-1.6, -0.6, -1.5], [0.5, -0.5, 0.4], [-0.1, 0.1, 1.0], [-0.7, -0.2, -1.0], [0.0, 0.5, -0.5]], "orbital_gap_ha": 0.3661, "total_energy_ev": -67929.5863, "homo_ha": -0.3882}


Entry 6:
{"formula": "Cl4H2S2Si2", "method": "wB97M-V/def2-TZVPD", "species": ["Cl", "Cl", "Cl", "Cl", "S", "S", "Si", "Si", "H", "H"], "coordinates": [[2.7552, -2.5897, -1.5448], [1.6789, -2.6672, 1.7472], [2.3753, 0.8026, 1.9371], [-0.3032, -1.9843, -0.7514], [1.5659, 1.8824, -1.3079], [-4.1771, 1.7740, -0.5003], [1.5858, -1.7762, -0.1638], [1.7818, 0.4711, 0.1273], [-2.8923, 1.6947, -0.2273], [-4.3703, 2.3925, 0.6839]], "forces_ev_per_angstrom": [[0.7, -0.3, -0.3], [0.2, 0.3, -1.1], [0.6, 0.5, 2.2], [-1.1, -0.2, -0.4], [0.1, -1.7, 1.6], [-0.5, 0.2, 0.3], [-0.3, -0.6, 1.6], [-0.3, 2.0, -3.6], [0.7, -0.1, -0.1], [-0.2, -0.1, -0.3]], "orbital_gap_ha": 0.2984, "total_energy_ev": -87553.4676, "homo_ha": -0.3502}


Entry 7:
{"formula": "Cl4H2Si2", "method": "wB97M-V/def2-TZVPD", "species": ["Cl", "Cl", "Cl", "Cl", "Si", "Si", "H", "H"], "coordinates": [[2.3924, -1.9571, 0.6986], [-1.8785, -2.5716, -0.6276], [-2.3127, 0.9085, 0.7578], [1.9488, 1.2099, -0.6209], [1.0941, -0.3544, 0.4292], [-0.9599, -0.7329, -0.6512], [0.6318, -0.1030, 1.7737], [-1.6692, -0.2598, -1.9040]], "forces_ev_per_angstrom": [[-0.5, 0.6, -0.5], [0.5, 0.1, 0.5], [1.7, -1.9, -1.4], [-0.3, -0.6, 0.5], [0.5, -0.3, -0.3], [-3.2, 1.5, 0.3], [0.0, 0.5, 0.4], [1.2, 0.2, 0.4]], "orbital_gap_ha": 0.3530, "total_energy_ev": -65881.3066, "homo_ha": -0.3874}


Entry 8:
{"formula": "Cl4NaO16", "method": "wB97M-V/def2-TZVPD", "species": ["Cl", "Cl", "Cl", "Cl", "Na", "O", "O", "O", "O", "O", "O", "O", "O", "O", "O", "O", "O", "O", "O", "O", "O"], "coordinates": [[6.5606, -14.9347, 5.0107], [8.7612, -9.4641, -1.4916], [15.8994, -17.6191, 2.8704], [17.4986, -8.9667, -1.2057], [12.8857, -12.4082, 1.9895], [14.7166, -18.3689, 3.1779], [7.8208, -14.7637, 4.3693], [8.8999, -8.2331, -2.2854], [5.7845, -13.7030, 5.0650], [9.6322, -10.5132, -1.9195], [17.9718, -7.6032, -1.3403], [17.0005, -18.4774, 3.1573], [15.8612, -17.3739, 1.4371], [6.8172, -15.4394, 6.3172], [16.7072, -9.3121, -2.3548], [7.3730, -9.8411, -1.4359], [16.6935, -8.8960, 0.0159], [9.1173, -9.1964, -0.1596], [18.6187, -9.8535, -0.9936], [5.8406, -15.9019, 4.3099], [16.0989, -16.4247, 3.5712]], "forces_ev_per_angstrom": [[0.4, 1.2, 0.7], [-0.9, 1.5, 0.0], [0.3, -3.1, -3.1], [-0.2, 2.3, 2.0], [-0.1, 0.0, -0.2], [-1.1, 0.7, 1.0], [1.1, 1.0, -0.7], [0.1, -1.3, 0.0], [0.6, -0.2, 0.1], [0.1, -0.7, -1.5], [0.7, 0.0, -1.0], [1.5, -0.8, 0.4], [0.1, 0.7, 0.1], [0.0, 0.0, 1.8], [0.1, -0.6, 0.1], [-0.4, -0.6, -1.3], [-0.3, -1.3, -0.5], [1.2, 1.1, 2.8], [-0.3, -0.4, -0.5], [-2.1, -2.0, -1.8], [-0.7, 2.5, 1.5]], "orbital_gap_ha": 0.2178, "total_energy_ev": -87238.0049, "homo_ha": -0.1145, "charge": -3}


Let's list ΔE to the lowest compared entry with this formula, charge and spin in order: 179.20; 239.05; 448.68; 136.93; 199.75; 178.28; 106.35; 74.21 kJ/mol.